{"formula": "C30H61Cl2F5N17O31PS", "method": "ωB97M-V with the def2-TZVPD basis set", "lumo_energy_ev": -1.06, "total_charge": 0, "homo_lumo_gap_ev": 7.1641, "e_homo_ev": -8.2, "energy_ev": -179617.8187, "symbols": ["C", "C", "C", "C", "C", "C", "C", "F", "F", "C", "F", "F", "F", "C", "P", "O", "Cl", "C", "C", "C", "C", "Cl", "C", "N", "S", "N", "C", "H", "H", "H", "H", "H", "H", "H", "H", "H", "H", "H", "H", "H", "H", "H", "H", "C", "N", "O", "O", "H", "H", "H", "C", "N", "O", "O", "H", "H", "H", "C", "N", "O", "O", "H", "H", "H", "C", "N", "O", "O", "H", "H", "H", "C", "N", "O", "O", "H", "H", "H", "C", "N", "O", "O", "H", "H", "H", "C", "N", "O", "O", "H", "H", "H", "C", "N", "O", "O", "H", "H", "H", "C", "N", "O", "O", "H", "H", "H", "C", "N", "O", "O", "H", "H", "H", "C", "N", "O", "O", "H", "H", "H", "C", "N", "O", "O", "H", "H", "H", "C", "N", "O", "O", "H", "H", "H", "C", "N", "O", "O", "H", "H", "H", "C", "N", "O", "O", "H", "H", "H"], "coordinates": [[-2.032, 2.060, 3.942], [-1.573, 0.554, 3.952], [-1.715, -0.278, 2.782], [-2.352, 0.185, 1.446], [-1.608, 1.371, 0.720], [-0.043, 1.267, 0.711], [0.671, 2.681, 0.714], [0.740, 3.128, -0.611], [0.021, 3.599, 1.520], [2.147, 2.593, 1.306], [2.144, 2.081, 2.575], [2.576, 3.911, 1.452], [3.010, 1.939, 0.482], [-1.194, -1.711, 2.895], [-1.235, -2.942, 1.460], [-0.728, -2.140, 0.031], [-3.227, -3.611, 1.197], [-0.615, -2.269, 4.117], [-0.112, -3.739, 4.256], [1.425, -3.954, 3.919], [2.264, -2.625, 3.985], [1.626, -4.817, 2.302], [-0.533, -1.378, 5.303], [-0.074, -1.655, 6.566], [-0.192, -0.289, 7.476], [-0.835, 0.815, 6.382], [-0.990, 0.061, 5.238], [-1.084, 2.647, 3.748], [-2.831, 2.264, 3.193], [-2.338, 2.355, 4.985], [-3.387, 0.565, 1.701], [-2.538, -0.674, 0.743], [-2.013, 2.333, 1.125], [-1.939, 1.339, -0.360], [0.404, 0.703, 1.569], [0.317, 0.749, -0.223], [-1.243, -2.517, -0.712], [-0.281, -4.086, 5.317], [-0.713, -4.450, 3.624], [1.841, -4.667, 4.680], [1.954, -1.852, 3.239], [3.327, -2.914, 3.732], [2.252, -2.256, 5.044], [-5.078, 1.076, 7.333], [-4.925, 1.108, 5.860], [-4.947, 0.044, 5.267], [-4.788, 2.197, 5.338], [-5.189, 0.044, 7.651], [-4.183, 1.517, 7.767], [-5.954, 1.649, 7.583], [3.669, 4.331, -1.431], [4.925, 4.213, -2.218], [5.958, 4.026, -1.604], [4.830, 4.311, -3.429], [3.906, 4.224, -0.379], [3.246, 5.313, -1.634], [3.001, 3.538, -1.759], [5.989, 4.324, -6.487], [6.165, 4.328, -7.964], [6.090, 3.257, -8.542], [6.373, 5.402, -8.491], [5.813, 3.304, -6.160], [6.902, 4.718, -6.046], [5.135, 4.956, -6.255], [3.723, 1.158, -6.560], [2.300, 0.831, -6.280], [1.991, -0.345, -6.248], [1.545, 1.768, -6.105], [4.277, 0.232, -6.694], [3.751, 1.759, -7.467], [4.106, 1.714, -5.706], [-7.080, -1.399, 3.269], [-8.479, -1.808, 3.565], [-8.727, -2.999, 3.582], [-9.284, -0.916, 3.769], [-6.481, -2.290, 3.110], [-7.103, -0.782, 2.373], [-6.714, -0.837, 4.126], [6.854, -0.282, -9.201], [5.719, -1.077, -8.660], [4.702, -1.119, -9.321], [5.897, -1.629, -7.584], [6.558, 0.148, -10.153], [7.082, 0.500, -8.479], [7.696, -0.959, -9.328], [-1.185, -8.515, 1.910], [-1.200, -7.294, 2.758], [-1.454, -6.238, 2.214], [-0.954, -7.443, 3.941], [-1.419, -8.233, 0.888], [-0.188, -8.946, 1.974], [-1.935, -9.197, 2.305], [8.079, 7.020, -10.677], [9.338, 6.893, -11.459], [10.368, 6.711, -10.836], [9.246, 6.981, -12.667], [8.311, 6.922, -9.621], [7.658, 8.000, -10.891], [7.411, 6.225, -11.000], [-9.737, 1.698, 6.413], [-8.383, 1.795, 7.021], [-7.444, 1.392, 6.362], [-8.312, 2.271, 8.138], [-9.644, 1.256, 5.424], [-10.343, 1.070, 7.062], [-10.140, 2.707, 6.351], [0.389, -0.509, -8.931], [-0.488, -0.055, -10.044], [-0.015, -0.051, -11.165], [-1.619, 0.281, -9.750], [1.361, -0.775, -9.337], [0.477, 0.315, -8.227], [-0.087, -1.371, -8.470], [-6.517, -6.174, 4.422], [-6.208, -4.726, 4.552], [-6.560, -4.168, 5.571], [-5.621, -4.205, 3.623], [-7.038, -6.502, 5.317], [-7.146, -6.296, 3.543], [-5.573, -6.702, 4.308], [-11.034, 0.980, 1.297], [-9.782, 0.944, 0.496], [-8.736, 0.811, 1.101], [-9.897, 1.049, -0.709], [-10.779, 0.874, 2.347], [-11.516, 1.937, 1.109], [-11.658, 0.152, 0.966], [8.978, -3.307, -6.090], [9.163, -3.299, -7.565], [9.087, -4.362, -8.146], [9.377, -2.219, -8.086], [8.797, -4.328, -5.767], [9.890, -2.917, -5.643], [8.124, -2.672, -5.864], [6.271, 1.011, -0.988], [7.187, -0.058, -0.506], [7.464, -0.067, 0.677], [7.593, -0.847, -1.338], [5.990, 1.637, -0.146], [6.806, 1.589, -1.737], [5.396, 0.524, -1.415], [-2.469, 0.495, 11.609], [-2.932, 0.838, 10.238], [-2.521, 1.873, 9.749], [-3.691, 0.053, 9.702], [-1.802, 1.279, 11.958], [-3.349, 0.425, 12.244], [-1.948, -0.458, 11.550]], "mulliken_charge": [-1.83, 1.33, -0.08, -1.34, -0.91, -0.46, 0.99, -0.29, -0.30, 0.44, -0.19, -0.29, -0.22, 1.18, 0.09, -0.39, -0.24, -0.32, -1.45, 0.30, -1.12, -0.20, 0.38, -0.64, 0.08, -0.69, 0.82, 0.18, 0.30, 0.54, 0.39, 0.45, 0.41, 0.45, -0.01, 0.42, 0.34, 0.38, 0.26, 0.42, 0.17, 0.44, 0.26, -0.83, 1.11, -0.56, -0.59, 0.33, 0.31, 0.35, -0.81, 0.97, -0.56, -0.55, 0.30, 0.31, 0.30, -0.70, 0.98, -0.53, -0.55, 0.13, 0.33, 0.33, -0.43, 0.90, -0.51, -0.55, 0.10, 0.32, 0.17, -0.30, 1.04, -0.58, -0.56, 0.09, 0.28, 0.10, -0.71, 0.89, -0.51, -0.52, 0.31, 0.26, 0.27, -0.81, 0.83, -0.40, -0.53, 0.32, 0.29, 0.29, -0.68, 0.87, -0.52, -0.52, 0.30, 0.28, 0.27, -0.75, 0.98, -0.61, -0.57, 0.23, 0.29, 0.30, -0.55, 0.89, -0.53, -0.54, 0.27, 0.17, 0.29, -0.79, 0.82, -0.50, -0.47, 0.31, 0.31, 0.27, -0.55, 0.86, -0.48, -0.54, 0.11, 0.31, 0.28, -0.72, 0.93, -0.52, -0.54, 0.31, 0.29, 0.26, -0.74, 0.91, -0.53, -0.55, 0.30, 0.31, 0.30, -0.79, 0.87, -0.51, -0.47, 0.32, 0.29, 0.29]}